--- a ---
The following is a quantum chemistry calculation of the molecule C5H4S, from OMol25.

Structure (XYZ):
```
10
Properties=species:S:1:pos:R:3
C 1.0591 1.0570 0.0341
C 2.1454 0.4382 -0.0402
C -0.2267 1.5645 -0.0646
C -0.3529 0.2795 -0.0122
C -1.0553 -1.0116 0.0429
S 3.1262 -0.7954 0.0480
H -0.6386 2.5464 -0.3371
H -1.8953 -0.9030 -0.6986
H -1.6385 -1.2264 1.0535
H -0.5234 -1.9492 -0.0258
```

Summary:
Frontier orbital gap: 7.28 eV
SMILES string: CC1=CC1=C=S
HOMO energy: -7.201 eV
LUMO: 0.075 eV
2S+1: 1

***

--- b ---
The following is a quantum chemistry calculation of the molecule C5H4S, from OMol25.

Structure (XYZ):
```
10
Properties=species:S:1:pos:R:3
C 1.6652 0.6894 -0.0146
C 0.2730 0.1494 -0.3250
C -0.9510 0.0924 -0.2405
C -2.3984 -0.1099 -0.1510
C -3.5698 -0.5118 -0.1680
H 3.0544 -1.3449 0.9753
H 1.6608 1.2218 0.9415
H 1.8894 1.5510 -0.7986
H -4.4884 -1.1308 0.0506
S 2.8648 -0.6066 -0.2696
```

Summary:
Frontier orbital gap: 9.75 eV
SMILES string: C#CC#CCS
HOMO energy: -9.249 eV
LUMO: 0.503 eV
2S+1: 1

***

--- c ---
The following is a quantum chemistry calculation of the molecule C5H4S, from OMol25.

Structure (XYZ):
```
10
Properties=species:S:1:pos:R:3
C -0.7280 -0.8183 0.0310
C 0.2225 1.4162 0.0375
C 0.5496 -1.3203 0.0356
C 1.6453 1.2260 0.0596
C -0.9073 0.5476 -0.0218
S 2.0369 -0.4523 -0.0007
H -1.5129 -1.4615 0.0027
H 0.0245 2.4078 -0.0514
H 0.5312 -2.4280 -0.0130
H -1.8618 0.8829 -0.0793
```

Summary:
Frontier orbital gap: 8.07 eV
HOMO energy: -8.562 eV
LUMO: -0.494 eV
2S+1: 1

***

Stability ranking, top and bottom: c is the most stable and a is the least stable.

***

--- a ---
The following is a quantum chemistry calculation of a 5-piece molecular cluster, C2H12O5 overall, from OMol25.

Structure (XYZ):
```
19
Properties=species:S:1:pos:R:3
O 0.9074 -0.6398 1.1291
C -0.0393 -1.3780 1.1808
C -0.9806 -1.7102 0.0304
H -0.3953 -1.6762 2.1886
H -0.5770 -1.2736 -0.8816
H -1.9062 -1.2393 0.3609
H -1.1041 -2.7836 -0.0910
H -2.6678 1.4317 1.8848
H -1.3541 2.1276 2.2774
O -1.7680 1.2558 2.0984
H 2.9106 -1.0660 -1.2498
H 1.7816 -0.4491 -0.5267
O 2.3145 -0.3450 -1.3056
H -0.3042 -0.0514 -3.7009
H 0.8286 -0.5407 -2.8151
O -0.1223 -0.7050 -3.0220
H 0.7234 2.3671 1.2904
H 0.5544 3.6423 0.3895
O 1.1983 3.0333 0.7624
```

Summary:
Frontier orbital gap: 10.42 eV
SMILES string: CC=O.O.O.O.O
HOMO energy: -10.044 eV
LUMO: 0.372 eV
2S+1: 1

***

--- b ---
The following is a quantum chemistry calculation of a 5-piece molecular cluster, C2H12O5 overall, from OMol25.

Structure (XYZ):
```
19
Properties=species:S:1:pos:R:3
O 1.4898 1.4803 -0.8462
C 1.8477 0.3960 -1.2295
C 0.9882 -0.7621 -0.9341
H 2.5844 0.2689 -1.9192
H -0.1005 -0.5245 -0.7833
H 1.1818 -1.3134 0.0982
H 0.9053 -1.5836 -1.6437
H 0.4010 -1.0047 2.7183
H 1.4223 -0.9242 1.7856
O 1.3386 -1.0853 2.7732
H -0.7311 1.5629 1.3355
H 0.0130 1.3502 -0.0449
O -0.8468 1.1661 0.4446
H -2.5679 -1.4070 0.9343
H -1.3782 -1.7778 1.8944
O -2.2943 -1.7919 1.6963
H -1.0265 1.2548 -2.9541
H -1.6537 1.3024 -1.6305
O -1.6954 0.8548 -2.4191
```

Summary:
Frontier orbital gap: 11.25 eV
SMILES string: CC=O.O.O.O.O
HOMO energy: -11.264 eV
LUMO: -0.017 eV
2S+1: 1

***

Stability ranking, top and bottom: a is the most stable and b is the least stable.

***

--- a ---
The following is a quantum chemistry calculation of a 2-piece molecular cluster, C5H11O2 overall, from OMol25.

Structure (XYZ):
```
18
Properties=species:S:1:pos:R:3
C -0.8738 0.4469 -0.2378
O -1.7174 1.1258 0.6816
C 0.5358 0.3690 0.3495
C 1.5264 -0.3773 -0.5525
C 2.6162 -1.1819 0.1221
C 3.2619 -2.2430 -0.3509
H -0.8907 1.0625 -1.1772
H -1.3167 -0.5062 -0.4591
H 0.8099 1.4271 0.4318
H 0.4580 -0.0734 1.3658
H 2.1735 0.3212 -1.1519
H 0.9245 -1.0535 -1.2637
H 2.9363 -0.7786 1.0847
H 2.9269 -2.9094 -1.1630
H 4.0528 -2.6536 0.2620
H -4.6819 1.6903 0.6501
H -3.0752 1.1612 0.3715
O -4.0990 1.3881 -0.0586
```

Summary:
Frontier orbital gap: 6.82 eV
HOMO energy: -3.289 eV
Net charge: -1
LUMO: 3.532 eV
2S+1: 1

***

--- b ---
The following is a quantum chemistry calculation of a 2-piece molecular cluster, C5H11O2 overall, from OMol25.

Structure (XYZ):
```
18
Properties=species:S:1:pos:R:3
C -0.6183 1.4429 1.3219
C -0.3526 0.9116 2.6728
H -1.2312 2.3049 1.7016
H 0.2749 1.8012 0.7845
H -1.1022 0.7459 0.5118
H -1.3019 0.8941 3.2355
H 0.3225 1.5021 3.1260
H -0.2172 -0.1817 2.7118
C 0.3321 -1.3933 -2.0989
C -0.1389 0.0006 -1.8213
C 1.2992 -1.8225 -0.8432
O 2.2225 -1.0824 -0.5831
O 0.5825 -2.6450 -0.2314
H -0.3131 -2.1447 -2.0916
H 0.8156 -1.4292 -2.9601
H -0.8050 -0.0104 -1.0840
H -0.5330 0.5048 -2.7939
H 0.7640 0.6012 -1.5587
```

Summary:
Frontier orbital gap: 7.09 eV
HOMO energy: -3.210 eV
Net charge: -1
LUMO: 3.879 eV
2S+1: 1

***

--- c ---
The following is a quantum chemistry calculation of a 2-piece molecular cluster, C5H11O2 overall, from OMol25.

Structure (XYZ):
```
18
Properties=species:S:1:pos:R:3
C -0.1028 -1.0000 -0.8520
O 0.9985 -1.7222 -1.1812
C 0.2390 0.4924 -1.2909
C -0.7511 1.4628 -0.5712
C -1.2311 0.9449 0.7282
C -0.5162 1.0076 1.8499
H -0.2885 -1.3255 0.2089
H -1.0570 -1.3974 -1.3719
H 1.2816 0.6045 -1.1808
H 0.0518 0.5027 -2.4461
H -1.5282 1.6177 -1.3114
H -0.2386 2.4915 -0.5375
H -2.2752 0.5043 0.7214
H 0.4356 1.5507 1.9701
H -0.6923 0.3725 2.7415
H 1.8973 -1.5275 1.4299
H 1.7019 -2.1863 0.0541
O 2.0754 -2.3927 1.0392
```

Summary:
Frontier orbital gap: 7.00 eV
HOMO energy: -3.011 eV
Net charge: -1
LUMO: 3.987 eV
2S+1: 1

***

Stability ranking, top and bottom: b is the most stable and c is the least stable.

***

--- a ---
The following is a quantum chemistry calculation of a 2-piece molecular cluster, C5H11O2 overall, from OMol25.

Structure (XYZ):
```
18
Properties=species:S:1:pos:R:3
C 0.1611 2.4859 -1.0374
C 1.1328 1.4366 -1.5423
H 0.6735 3.5115 -1.1317
H -0.8201 2.4550 -1.6579
H -0.0514 2.2184 -0.0891
H 2.0651 1.4920 -1.0228
H 0.5748 0.4917 -1.6690
H 1.1501 1.7789 -2.6139
C -0.7735 -1.4406 1.5697
C 0.3157 -2.4317 1.2900
C -1.2729 -0.7387 0.2416
O -1.7521 0.4319 0.5795
O -1.1044 -1.2834 -0.8923
H -1.6936 -1.7655 2.1020
H -0.4031 -0.6356 2.2345
H 1.0894 -1.8502 1.2833
H 0.2905 -2.8953 0.3161
H 0.4181 -3.2610 2.0397
```

Summary:
Frontier orbital gap: 8.00 eV
HOMO energy: -3.837 eV
Net charge: -1
LUMO: 4.167 eV
2S+1: 1

***

--- b ---
The following is a quantum chemistry calculation of C5H11O2 as an isolated structure, from OMol25.

Structure (XYZ):
```
18
Properties=species:S:1:pos:R:3
C 1.5346 0.1376 -0.3452
O 2.5912 -0.7531 -0.3332
C 0.1888 -0.5564 -0.1682
C -1.0004 0.2919 -0.4157
C -2.2336 -0.2743 -0.4206
C -3.4526 0.2354 0.0329
H 1.5205 0.7978 -1.2503
H 1.7111 0.8920 0.4430
H 0.0598 -1.4260 -0.8196
H 0.2748 -0.9716 0.8480
H -0.9882 1.3477 -0.6714
H -2.5352 -0.3105 1.5173
H -2.2404 -1.3345 -0.6857
H -3.7059 1.2800 0.1830
H -4.3295 -0.3886 0.1649
H 3.5280 0.0034 0.1078
H 4.9463 0.2881 1.0246
O 4.1308 0.7411 0.7881
```

Summary:
Frontier orbital gap: 5.84 eV
HOMO energy: -3.362 eV
Net charge: -1
LUMO: 2.480 eV
2S+1: 1

***

Stability ranking, top and bottom: a is the most stable and b is the least stable.

***

--- a ---
The following is a quantum chemistry calculation of the molecule C4H9NO, from OMol25.

Structure (XYZ):
```
15
Properties=species:S:1:pos:R:3
C 1.5905 -0.4369 0.3351
N 0.5471 0.5777 0.3016
C 0.6814 1.4404 1.4971
C -0.7752 -0.0049 0.1790
C -1.0699 -0.3064 -1.2786
O -1.2277 -1.4549 -1.6115
H 1.5164 -1.1916 1.1328
H 1.5972 -1.0081 -0.5930
H 2.5625 0.0455 0.4032
H 0.7526 2.4766 1.1614
H 1.6145 1.2154 2.0101
H -0.1202 1.3367 2.2310
H -1.5044 0.7957 0.3807
H -1.0483 -0.8240 0.8511
H -1.3874 0.4953 -1.9626
```

Summary:
Frontier orbital gap: 10.06 eV
SMILES string: CN(C)CC=O
HOMO energy: -9.024 eV
LUMO: 1.034 eV
2S+1: 1

***

--- b ---
The following is a quantum chemistry calculation of the molecule C4H9NO, from OMol25.

Structure (XYZ):
```
15
Properties=species:S:1:pos:R:3
C 0.4356 0.1217 1.5611
N -0.1442 -0.1860 0.2719
C -0.0356 -1.5955 -0.0505
C 0.2729 0.6947 -0.8161
C -0.9822 1.4047 -1.2867
O -1.5438 1.1756 -2.3299
H 1.5136 -0.1150 1.6189
H -0.0782 -0.4550 2.3368
H 0.3011 1.1816 1.7939
H -0.5609 -2.1870 0.7067
H -0.5022 -1.7963 -1.0179
H 1.0129 -1.9430 -0.0917
H 0.7021 0.1410 -1.6597
H 1.0161 1.4327 -0.4811
H -1.4072 2.1258 -0.5557
```

Summary:
Frontier orbital gap: 9.74 eV
SMILES string: CN(C)CC=O
HOMO energy: -8.753 eV
LUMO: 0.991 eV
2S+1: 1

***

--- c ---
The following is a quantum chemistry calculation of the molecule C4H9NO, from OMol25.

Structure (XYZ):
```
15
Properties=species:S:1:pos:R:3
C -1.3445 -0.4557 0.5405
N -0.2550 0.3127 -0.0173
C -0.6308 1.6761 -0.3111
C 1.9363 -1.0103 -0.7764
C 1.5507 -0.9204 0.4868
O 0.8496 0.2001 0.9157
H -2.0651 -0.6440 -0.2605
H -1.8478 0.0474 1.3807
H -0.9514 -1.4177 0.8787
H -1.1163 2.2160 0.5179
H 0.2232 2.2475 -0.6822
H -1.3585 1.5983 -1.1305
H 1.8057 -0.1360 -1.4045
H 2.2594 -1.9342 -1.2334
H 1.6286 -1.7278 1.2173
```

Summary:
Frontier orbital gap: 9.65 eV
SMILES string: C=CON(C)C
HOMO energy: -8.545 eV
LUMO: 1.109 eV
2S+1: 1

***

Stability ranking, top and bottom: b is the most stable and c is the least stable.